Entry 1:
C20H20N4 | ωB97M-V/def2-TZVPD

The LUMO energy is 0.88 eV. As for the multiplicity: 1. The calculation puts the relative energy (zero: lowest compared OMol25 entry of this formula, charge and spin) at 329.52 kJ/mol.

Last column: natural (NBO) charge in e.
Cartesian coordinates (Å):
1 N 0.443 4.816 1.567  -0.414
2 C 0.904 6.093 1.216  0.027
3 C 0.095 7.230 1.105  -0.269
4 C -1.233 7.088 1.532  -0.164
5 C -1.759 5.808 1.817  -0.262
6 C -0.907 4.703 1.741  0.031
7 H 1.914 6.161 0.839  0.195
8 H 0.518 8.140 0.708  0.224
9 H -1.977 7.869 1.580  0.215
10 H -2.816 5.712 2.014  0.220
11 H -1.261 3.705 1.957  0.198
12 N -0.705 0.291 0.870  -0.431
13 C -0.324 1.085 1.902  0.016
14 C 1.023 1.493 2.122  -0.238
15 C 1.996 1.054 1.219  -0.181
16 C 1.631 0.237 0.188  -0.247
17 C 0.281 -0.172 0.061  0.038
18 H -1.098 1.410 2.581  0.186
19 H 1.230 2.058 3.019  0.223
20 H 3.009 1.430 1.222  0.215
21 H 2.411 -0.213 -0.410  0.219
22 H 0.030 -0.884 -0.712  0.196
23 N 1.381 -1.789 -3.823  -0.423
24 C 0.761 -1.432 -5.019  0.028
25 C -0.583 -1.649 -5.269  -0.268
26 C -1.312 -2.082 -4.188  -0.164
27 C -0.745 -2.347 -2.931  -0.263
28 C 0.601 -2.306 -2.781  0.015
29 H 1.445 -1.098 -5.785  0.196
30 H -1.015 -1.422 -6.233  0.224
31 H -2.391 -2.090 -4.141  0.214
32 H -1.299 -2.621 -2.045  0.216
33 H 1.162 -2.503 -1.880  0.223
34 N 0.402 -3.778 0.437  -0.438
35 C -0.880 -3.828 0.812  0.042
36 C -1.401 -4.766 1.684  -0.261
37 C -0.543 -5.717 2.162  -0.170
38 C 0.811 -5.638 1.961  -0.260
39 C 1.264 -4.654 1.040  0.036
40 H -1.490 -3.189 0.191  0.192
41 H -2.476 -4.841 1.761  0.224
42 H -0.868 -6.558 2.758  0.215
43 H 1.489 -6.350 2.408  0.223
44 H 2.283 -4.455 0.742  0.202

Force components x, y, z for each atom (eV/Å):
N -0.7 2.3 -0.9
C -1.6 -1.7 -0.2
C -0.4 -1.2 0.8
C -0.6 -1.1 -0.2
C 1.1 0.7 -0.6
C 1.6 0.9 0.7
H 0.3 -0.2 0.4
H -0.1 0.2 0.2
H 0.4 0.5 -0.2
H 0.0 -0.2 0.1
H -0.1 -0.1 -0.1
N 1.2 -0.1 0.1
C 1.6 -0.4 -0.9
C -1.4 -0.9 -0.4
C -0.4 1.1 0.5
C -1.2 -1.3 -0.1
C 0.5 1.1 1.0
H -0.2 0.0 0.0
H 0.2 0.3 -0.2
H 0.2 -0.1 0.5
H -0.2 0.1 -0.5
H -0.3 0.1 0.0
N -1.8 -0.1 -0.6
C 1.5 -1.6 2.4
C 0.3 0.2 0.5
C -1.1 0.2 1.7
C -0.4 -0.5 -0.3
C 2.5 2.1 -2.9
H 0.0 0.3 0.0
H -0.1 0.0 0.0
H -0.2 -0.2 -0.7
H -0.6 -0.1 -0.3
H -0.2 -0.3 0.1
N 0.8 -1.0 1.2
C 0.7 -0.2 -1.1
C -0.5 0.2 -1.1
C 0.1 -0.8 1.3
C 1.2 1.3 -1.7
C -1.6 0.7 0.3
H -0.5 0.3 0.5
H 0.0 0.0 0.4
H -0.4 0.1 0.1
H 0.1 0.0 -0.1
H 0.3 -0.5 0.2


Entry 2:
C20H20N4O5 | ωB97M-V/def2-TZVPD

The LUMO energy is -0.44 eV. As for the multiplicity: 1. The calculation puts the relative energy (zero: lowest compared OMol25 entry of this formula, charge and spin) at 871.92 kJ/mol.

Last column: natural (NBO) charge in e.
Cartesian coordinates (Å):
1 O -2.446 0.119 4.191  -0.385
2 O -4.292 -1.078 4.588  -0.341
3 N -2.106 1.577 -1.204  -0.500
4 N -0.141 2.654 -1.700  -0.476
5 O 3.104 -1.278 0.278  -0.489
6 O 0.311 -1.838 -0.128  -0.517
7 O 4.121 0.918 -0.600  -0.527
8 C -1.411 2.566 -1.720  0.274
9 C -4.607 -0.535 -0.335  -0.127
10 C -2.958 -0.665 1.467  -0.203
11 C -5.460 -0.043 0.615  -0.244
12 C 2.687 0.918 -0.595  0.302
13 C 2.191 -0.277 -0.188  0.166
14 C -3.226 -0.853 0.146  0.139
15 C -3.997 -0.318 2.446  0.024
16 C -5.249 0.023 1.975  0.092
17 C 1.901 1.980 -0.923  -0.267
18 C -1.380 0.451 -0.942  0.455
19 C 0.769 -0.535 -0.330  0.303
20 C 0.541 1.692 -1.138  0.205
21 C -0.037 0.503 -0.855  -0.218
22 N -2.120 -0.728 -0.746  -0.625
23 N -3.566 -0.406 3.871  0.510
24 C -6.422 0.235 2.924  -0.660
25 C 5.412 -0.371 -2.136  -0.644
26 C 5.984 1.949 -1.671  -0.622
27 C 2.676 -2.608 -0.040  -0.098
28 C 1.232 -2.714 0.564  -0.098
29 C 4.818 0.956 -1.861  0.090
30 H -1.967 3.441 -2.103  0.177
31 H -4.853 -0.693 -1.339  0.224
32 H -1.947 -0.546 1.743  0.232
33 H -6.447 0.060 0.317  0.210
34 H 2.419 2.909 -1.009  0.246
35 H -1.474 -1.495 -0.606  0.411
36 H -7.392 0.193 2.537  0.223
37 H -6.409 -0.662 3.606  0.246
38 H -6.265 1.171 3.462  0.229
39 H 4.741 -0.944 -2.797  0.203
40 H 5.447 -0.844 -1.240  0.231
41 H 6.448 -0.478 -2.466  0.220
42 H 5.686 3.044 -1.487  0.214
43 H 6.528 2.089 -2.611  0.210
44 H 6.671 1.557 -0.816  0.218
45 H 3.345 -3.303 0.476  0.205
46 H 2.834 -2.729 -1.124  0.191
47 H 0.777 -3.717 0.530  0.205
48 H 1.357 -2.585 1.660  0.201
49 H 4.174 1.239 -2.685  0.183

Force components x, y, z for each atom (eV/Å):
O -3.4 -1.5 -0.8
O 1.0 0.9 -0.1
N -0.3 -3.0 0.0
N 0.5 2.8 -1.1
O -1.1 1.2 -0.7
O 0.6 0.8 0.9
O -2.0 0.8 0.1
C -1.4 1.4 0.2
C 3.5 -0.6 2.9
C -2.1 0.9 1.7
C 0.3 -1.3 -1.3
C 3.5 0.9 -0.2
C -2.8 -4.2 0.7
C -2.6 3.2 -1.1
C 2.1 -0.5 -2.1
C -0.2 -0.7 2.0
C 1.0 -1.5 0.2
C -5.8 1.3 -0.1
C 3.8 -1.0 0.3
C 2.6 2.1 -0.2
C 1.8 -3.2 1.2
N 1.3 -1.1 -0.4
N 1.7 0.6 0.1
C 2.0 -1.1 1.4
C -0.4 -1.0 -2.4
C 0.2 1.4 0.8
C -0.9 0.8 0.5
C 0.7 -1.1 -0.6
C 1.2 1.9 0.4
H 0.2 -0.6 0.1
H -0.4 0.0 -1.3
H 1.0 -0.3 0.6
H -1.8 0.7 -0.6
H -0.4 0.7 -0.6
H -0.1 -0.1 -0.1
H -1.2 0.3 -1.3
H 0.1 1.3 -0.2
H -0.2 -0.2 0.3
H 0.4 -0.1 0.1
H -0.2 -1.7 2.9
H -0.2 0.8 -0.6
H 0.0 -1.7 0.4
H 0.3 -0.7 0.2
H -1.1 0.8 -1.6
H -0.1 0.2 0.1
H -0.7 -0.3 0.3
H 0.2 0.3 -0.6
H -0.3 0.9 -0.6
H -0.4 0.4 0.1


Entry 3:
C20H20N4O5SeW | ωB97M-V/def2-TZVPD

The LUMO energy (alpha / beta) is -0.92 / -0.92 eV. As for the multiplicity: 1. The calculation puts the relative energy (zero: lowest compared OMol25 entry of this formula, charge and spin) at 160.29 kJ/mol.

Last column: natural (NBO) charge in e.
Cartesian coordinates (Å):
1 W -0.537 -0.285 -0.185  1.753
2 O -0.339 -1.711 1.135  -0.750
3 C -0.628 -1.532 2.433  0.442
4 C -1.635 -2.275 3.033  -0.273
5 C -1.934 -2.073 4.371  -0.163
6 C -1.222 -1.147 5.130  -0.246
7 C -0.192 -0.442 4.537  -0.136
8 C 0.107 -0.619 3.191  -0.229
9 C 1.293 -0.004 2.599  0.202
10 N 1.554 -0.075 1.363  -0.428
11 C 2.886 0.315 0.906  -0.239
12 C 2.944 0.121 -0.603  -0.246
13 N 1.739 0.754 -1.077  -0.455
14 C 1.798 1.915 -1.582  0.183
15 C 0.605 2.756 -1.678  -0.208
16 C 0.467 3.747 -2.643  -0.132
17 C -0.688 4.503 -2.703  -0.238
18 C -1.698 4.276 -1.773  -0.163
19 C -1.562 3.311 -0.789  -0.280
20 C -0.412 2.542 -0.748  0.431
21 O -0.237 1.584 0.209  -0.727
22 H -2.188 -2.989 2.436  0.220
23 H -2.731 -2.646 4.829  0.218
24 H -1.464 -0.996 6.173  0.220
25 H 0.398 0.261 5.117  0.212
26 H 2.016 0.443 3.292  0.171
27 H 3.634 -0.315 1.391  0.210
28 H 3.092 1.358 1.159  0.201
29 H 2.914 -0.944 -0.837  0.223
30 H 3.851 0.567 -1.020  0.194
31 H 2.765 2.339 -1.873  0.172
32 H 1.265 3.897 -3.361  0.215
33 H -0.808 5.257 -3.470  0.218
34 H -2.609 4.860 -1.815  0.216
35 H -2.338 3.134 -0.056  0.241
36 N -2.010 -2.208 -0.848  -0.759
37 C -1.207 -3.436 -0.770  -0.331
38 C 0.074 -3.107 -1.496  0.679
39 O 0.643 -3.922 -2.199  -0.608
40 N 0.395 -1.778 -1.433  -0.722
41 C 0.822 -1.249 -2.717  -0.351
42 C -0.023 -0.029 -3.012  0.798
43 O 0.110 0.664 -3.978  -0.571
44 O -0.937 0.213 -2.042  -0.728
45 H -2.820 -2.225 -0.237  0.411
46 H -2.340 -2.050 -1.796  0.394
47 H -1.657 -4.299 -1.258  0.216
48 H -1.022 -3.669 0.272  0.236
49 H 0.654 -1.985 -3.503  0.249
50 H 1.873 -0.966 -2.779  0.218
51 Se -2.661 0.159 0.702  -0.159

Force components x, y, z for each atom (eV/Å):
W -0.5 -0.9 -0.1
O -0.1 -0.5 0.5
C 0.1 -0.2 -0.2
C -0.2 0.0 0.1
C 0.0 0.0 0.0
C 0.0 0.0 0.0
C 0.0 0.1 0.2
C 0.3 0.2 0.0
C 0.0 -0.3 0.3
N -0.2 0.3 -0.4
C 0.1 -0.1 0.0
C -0.1 -0.1 0.0
N 0.0 -0.1 -0.2
C -0.1 0.3 0.1
C 0.2 -0.2 -0.2
C 0.1 0.1 -0.1
C 0.0 0.0 0.0
C 0.0 0.0 0.0
C -0.1 0.1 0.2
C 0.2 -0.1 0.3
O -0.3 0.5 -0.5
H 0.0 0.0 0.0
H 0.0 0.0 0.0
H 0.0 0.0 0.0
H 0.0 0.0 0.0
H 0.0 -0.1 0.0
H 0.0 0.0 0.1
H 0.0 0.0 0.0
H 0.0 0.0 0.0
H 0.0 0.0 0.0
H 0.0 0.1 0.0
H 0.0 0.0 0.0
H 0.0 0.0 0.0
H 0.0 0.0 0.0
H 0.0 0.0 0.0
N 0.3 0.0 0.1
C -0.1 0.0 0.0
C 0.0 0.0 -0.1
O 0.0 0.0 0.1
N 0.4 0.4 0.2
C -0.1 -0.2 0.0
C 0.0 0.0 0.2
O -0.2 0.1 -0.1
O 0.0 0.3 -0.4
H 0.0 0.1 0.0
H 0.0 0.1 0.0
H -0.1 0.0 -0.1
H 0.0 -0.1 0.0
H 0.0 -0.1 0.0
H 0.0 0.0 0.0
Se 0.1 0.2 -0.1


Entry 4:
C20H20N6O | ωB97M-V/def2-TZVPD

The LUMO energy is -0.29 eV. As for the multiplicity: 1. The calculation puts the relative energy (zero: lowest compared OMol25 entry of this formula, charge and spin) at 104.43 kJ/mol.

Last column: natural (NBO) charge in e.
Cartesian coordinates (Å):
1 N -2.852 3.929 1.251  -0.508
2 N 3.358 -1.616 -1.941  -0.345
3 N 0.942 -0.577 -0.950  -0.445
4 O -0.785 4.742 1.890  -0.443
5 C -2.177 4.740 2.018  0.661
6 C 2.300 -2.419 -1.653  -0.010
7 C 1.116 -1.908 -1.106  0.348
8 C -1.879 2.239 -0.347  -0.210
9 C -0.681 1.728 -0.907  -0.178
10 C 0.605 3.259 0.451  -0.248
11 C 4.106 1.942 -1.808  -0.220
12 C 2.937 2.491 -1.269  -0.178
13 C -1.840 3.238 0.630  0.051
14 C -0.604 3.738 1.002  0.282
15 C 0.584 2.214 -0.463  -0.062
16 C 4.210 0.569 -2.064  -0.183
17 C 1.834 1.642 -1.022  -0.060
18 C 3.165 -0.301 -1.738  0.077
19 C 1.980 0.259 -1.180  0.195
20 N -2.743 5.588 2.892  -0.800
21 N -0.029 -2.715 -0.929  -0.456
22 N -2.141 -2.877 0.989  -0.636
23 C -1.360 -2.160 -1.279  -0.210
24 C -2.082 -1.763 0.009  -0.237
25 C -1.040 -4.724 2.126  -0.607
26 C -0.042 -3.809 0.054  -0.211
27 C -0.817 -3.429 1.328  -0.062
28 H 2.420 -3.474 -1.826  0.203
29 H -2.844 1.909 -0.711  0.217
30 H -0.760 1.026 -1.711  0.221
31 H 1.536 3.695 0.788  0.218
32 H 5.010 2.571 -2.011  0.219
33 H 2.838 3.574 -1.004  0.221
34 H 5.100 0.171 -2.518  0.224
35 H -3.661 5.912 2.657  0.412
36 H -2.102 6.279 3.276  0.398
37 H -2.589 -2.579 1.844  0.362
38 H -1.304 -1.305 -1.938  0.221
39 H -1.946 -2.923 -1.806  0.196
40 H -3.060 -1.365 -0.228  0.197
41 H -1.580 -0.919 0.410  0.184
42 H -1.613 -4.495 3.026  0.209
43 H -0.038 -5.098 2.402  0.205
44 H -1.618 -5.465 1.525  0.217
45 H -0.536 -4.691 -0.393  0.192
46 H 0.923 -4.145 0.327  0.210
47 H -0.237 -2.697 1.909  0.169

Force components x, y, z for each atom (eV/Å):
N 0.8 0.6 1.2
N -2.4 -2.0 0.3
N 0.2 -1.8 0.6
O -1.7 0.4 0.9
C -0.4 -0.3 -1.1
C 2.6 1.4 0.0
C -2.0 2.1 -0.1
C 0.8 -0.3 -0.6
C -0.9 1.5 1.4
C -0.7 0.6 1.0
C 1.4 -0.6 -0.4
C -1.3 -0.3 0.5
C 0.8 -0.9 -1.4
C 1.5 -1.5 -1.6
C -1.2 -0.3 -0.6
C 0.2 1.8 0.2
C 0.9 2.1 0.6
C 0.4 0.9 0.4
C -0.3 -1.7 -1.3
N 1.1 1.0 0.9
N 0.6 0.1 -0.6
N 0.3 0.0 -1.1
C 0.1 -0.8 1.4
C -0.1 -0.5 0.1
C 0.3 0.3 -0.2
C -1.9 0.6 -0.7
C -0.7 -0.5 -0.3
H 0.0 -0.2 -0.1
H 0.0 -0.1 0.0
H 0.1 -0.3 -0.1
H 0.1 -0.1 0.0
H -1.1 -0.5 0.1
H 0.2 -1.1 -0.5
H 0.2 -0.2 0.0
H -0.2 0.0 0.0
H -0.5 -0.2 -0.1
H -0.1 0.1 0.0
H 0.5 0.2 0.0
H 0.2 -0.2 0.1
H -0.6 -0.4 0.0
H 0.9 0.9 0.5
H 0.1 -0.2 0.1
H -0.6 -0.2 0.1
H 0.6 0.5 0.4
H 0.0 0.3 0.1
H 1.3 0.0 0.1
H 0.2 -0.1 0.0


Quick rundown of DFT total energy, same order as above: -27022.6007 -37255.8502 -104435.8280 -32052.6623 eV
Quick rundown of maximum force, same order as above: 0.0854 0.1152 0.0202 0.0609 hartree/bohr